Entry 1:
48
Properties=species:S:1:pos:R:3:forces:R:3 method="wB97M-V/def2-TZVPD" total_energy_ev=-30689.5459 smiles="CC(=O)c1c(C)[nH]c(C(=O)Nc2ccccc2N2CCOCC2)c1C"
C -6.144 -0.640 -0.480 -0.1 0.2 -0.3
C -4.990 0.281 -0.808 -0.3 -0.2 0.1
O -5.097 1.101 -1.700 -0.1 0.0 0.0
C -3.762 0.120 -0.030 0.5 0.1 0.2
C -3.580 -0.546 1.187 -0.1 0.1 -0.2
N -2.283 -0.440 1.510 0.1 0.0 0.1
C -1.589 0.266 0.561 -0.4 0.0 -0.3
C -2.488 0.637 -0.422 0.3 -0.1 0.3
C -2.198 1.383 -1.679 0.0 0.0 -0.1
H -3.039 1.291 -2.360 0.1 0.1 0.0
H -2.065 2.447 -1.476 0.0 0.1 -0.1
H -1.302 0.997 -2.164 0.1 0.0 0.0
C -0.154 0.435 0.807 0.0 0.0 0.1
O 0.387 -0.149 1.733 -0.1 0.1 0.1
N 0.493 1.269 -0.060 -0.1 0.2 -0.1
C 1.851 1.635 0.050 0.3 0.0 0.1
C 2.164 2.985 -0.032 0.1 -0.1 0.0
C 3.459 3.432 0.148 0.0 0.1 0.0
C 4.453 2.511 0.428 0.0 0.1 0.0
C 4.164 1.162 0.466 0.0 0.0 0.0
C 2.869 0.678 0.242 -0.1 0.2 0.0
N 2.582 -0.670 0.236 0.1 -0.2 -0.1
C 3.433 -1.642 0.879 0.2 -0.1 -0.2
H 4.007 -1.172 1.675 0.0 0.0 0.0
C 4.350 -2.335 -0.138 0.0 0.1 0.3
H 4.909 -3.148 0.328 0.0 0.1 0.0
O 3.589 -2.925 -1.172 0.0 -0.1 0.1
C 2.785 -1.965 -1.818 -0.4 0.2 0.0
H 2.229 -2.504 -2.588 0.0 0.1 0.0
C 1.825 -1.274 -0.837 0.2 -0.2 -0.4
H 1.247 -0.523 -1.373 0.0 -0.1 0.0
H 1.142 -2.019 -0.412 0.0 0.0 -0.1
H 3.423 -1.203 -2.295 -0.1 -0.1 0.0
H 5.055 -1.608 -0.570 0.0 -0.1 0.1
H 2.777 -2.399 1.326 0.1 0.0 0.0
H 4.967 0.465 0.647 0.0 -0.1 0.0
H 5.467 2.842 0.596 0.1 0.0 0.0
H 3.683 4.486 0.088 0.0 0.1 0.0
H 1.366 3.693 -0.210 -0.1 0.1 0.0
H -0.086 1.907 -0.586 0.0 -0.2 0.0
H -1.819 -0.808 2.328 -0.1 0.0 0.0
C -4.517 -1.238 2.112 0.0 -0.1 0.0
H -3.995 -1.499 3.030 0.0 0.0 0.1
H -4.909 -2.153 1.670 0.0 0.0 0.0
H -5.360 -0.597 2.366 0.0 0.0 0.1
H -6.898 -0.544 -1.258 0.0 0.0 0.0
H -6.588 -0.354 0.470 -0.1 0.0 0.1
H -5.811 -1.672 -0.418 0.0 -0.1 0.1


Entry 2:
50
Properties=species:S:1:pos:R:3:forces:R:3 method="wB97M-V/def2-TZVPD" total_energy_ev=-43570.9383
C 1.492 2.434 3.833 -0.1 -0.2 -0.1
C 1.182 1.416 2.768 -0.5 0.2 0.7
N 0.171 0.627 2.766 0.5 -0.1 -0.7
N -0.696 0.626 3.796 0.5 0.8 0.9
C -1.870 -0.070 3.806 -0.1 -0.1 0.0
O -2.503 -0.173 4.838 0.0 -0.1 -0.1
C -2.333 -0.641 2.512 -0.3 -0.2 -0.3
C -2.158 0.025 1.302 0.0 0.1 0.0
C -2.684 -0.523 0.151 0.1 0.3 -0.5
C -3.380 -1.717 0.163 -0.1 -0.1 0.0
C -3.562 -2.377 1.368 0.0 0.0 -0.2
C -3.050 -1.836 2.535 0.2 0.2 0.1
H -3.202 -2.327 3.485 0.0 0.0 0.1
H -4.111 -3.306 1.400 0.0 -0.1 0.0
H -3.777 -2.097 -0.765 -0.1 -0.1 -0.1
S -2.478 0.332 -1.410 0.0 -0.2 0.0
O -1.790 1.574 -1.183 0.1 -0.2 0.2
O -3.735 0.376 -2.096 -0.1 -0.2 -0.1
N -1.494 -0.757 -2.236 -0.7 0.4 0.6
C -1.449 -0.496 -3.664 -0.3 0.1 -0.6
C -0.697 -1.622 -4.365 0.1 0.3 0.1
H -0.662 -1.422 -5.436 -0.1 0.0 0.0
H -1.231 -2.560 -4.204 -0.1 -0.1 -0.1
C 0.714 -1.734 -3.792 -0.1 -0.3 0.0
H 1.247 -2.564 -4.259 0.1 0.1 0.0
H 1.265 -0.814 -4.001 0.1 0.0 0.0
C 0.631 -1.944 -2.283 -0.1 0.3 -0.1
C -0.174 -0.816 -1.644 0.6 -0.2 0.3
H 0.347 0.145 -1.770 0.0 -0.1 0.1
H -0.312 -0.993 -0.576 0.2 0.0 0.0
H 0.136 -2.894 -2.074 0.0 -0.1 0.1
H 1.629 -1.969 -1.842 0.0 0.0 0.1
H -2.483 -0.430 -4.003 0.1 0.0 -0.1
H -0.953 0.466 -3.861 0.0 0.0 -0.1
H -1.635 0.964 1.233 0.0 0.1 0.0
H -0.462 1.092 4.674 -0.1 -0.2 -0.2
C 2.082 1.297 1.649 0.0 -1.2 -1.0
C 2.180 0.319 0.688 -0.2 0.6 0.8
C 3.228 0.710 -0.167 0.3 0.6 0.1
C 3.705 1.896 0.321 0.2 -0.6 -0.8
O 3.020 2.250 1.424 0.0 0.3 0.2
C 4.790 2.791 -0.158 -0.2 0.1 0.3
H 5.524 2.954 0.630 0.1 0.0 0.0
H 4.382 3.761 -0.441 0.0 0.1 -0.1
H 5.280 2.346 -1.018 0.0 0.0 0.0
H 3.587 0.187 -1.030 0.1 -0.1 -0.2
H 1.580 -0.564 0.635 -0.2 -0.2 0.1
H 0.631 3.082 3.999 0.0 0.0 0.0
H 1.738 1.936 4.772 0.0 0.0 0.1
H 2.338 3.042 3.530 0.0 0.0 0.1


Entry 3:
51
Properties=species:S:1:pos:R:3:forces:R:3 method="wB97M-V/def2-TZVPD" total_energy_ev=-36833.9389 smiles="CCOC(=O)C1=C(COC(=O)CNC(=O)c2ccc(C)cc2)NC(=O)N[C@H]1C"
C 6.297 2.369 1.665 -0.1 -0.3 -0.2
C 6.639 1.217 0.732 0.3 0.5 -0.1
H 6.856 1.596 -0.272 0.0 -0.1 0.2
H 7.490 0.644 1.108 -0.1 0.0 -0.1
O 5.570 0.274 0.651 -0.2 -0.2 0.1
C 4.570 0.566 -0.200 -0.1 0.3 -0.3
O 4.583 1.554 -0.903 0.2 0.1 0.1
C 3.525 -0.461 -0.174 -0.3 -0.3 0.1
C 2.354 -0.364 -0.846 0.5 0.4 0.2
N 1.428 -1.369 -0.772 -0.2 -0.1 -0.2
C 1.440 -2.357 0.211 0.0 0.1 0.0
O 0.495 -3.092 0.374 -0.4 -0.3 0.0
N 2.556 -2.362 0.974 0.2 0.0 0.4
H 2.602 -3.101 1.659 -0.2 0.0 -0.1
C 3.807 -1.729 0.604 0.3 -0.1 -0.3
C 4.682 -2.680 -0.226 -0.1 0.2 0.2
H 4.176 -2.940 -1.153 -0.1 0.0 -0.1
H 4.881 -3.592 0.332 0.0 -0.1 0.0
H 5.627 -2.200 -0.461 0.2 0.0 -0.1
H 4.337 -1.476 1.528 -0.2 0.0 -0.2
H 0.555 -1.266 -1.281 0.1 0.0 0.1
C 1.932 0.814 -1.686 0.3 -0.1 -0.4
H 1.573 0.458 -2.658 0.1 0.1 0.1
H 2.762 1.510 -1.803 -0.3 -0.2 0.0
O 0.887 1.562 -1.046 0.0 0.2 0.3
C -0.367 1.182 -1.242 -0.4 0.1 0.0
O -0.701 0.213 -1.881 0.0 -0.1 -0.1
C -1.348 2.135 -0.591 0.0 0.0 0.1
N -2.679 1.595 -0.631 0.2 -0.1 -0.3
C -3.414 1.449 0.506 0.1 0.2 -0.2
O -3.075 1.954 1.558 -0.1 0.0 0.2
C -4.680 0.688 0.336 -0.3 -0.2 0.1
C -5.777 1.052 1.113 0.2 0.0 0.0
C -6.974 0.374 0.997 0.0 0.0 -0.1
C -7.102 -0.696 0.118 0.1 0.0 0.0
C -5.996 -1.074 -0.634 -0.1 0.0 0.0
C -4.797 -0.393 -0.532 0.1 0.2 0.1
H -3.948 -0.734 -1.108 0.1 0.0 -0.1
H -6.074 -1.917 -1.306 0.0 -0.1 -0.1
C -8.393 -1.447 0.011 0.0 -0.1 0.1
H -8.418 -2.246 0.753 -0.1 -0.1 0.0
H -9.240 -0.790 0.197 -0.1 0.0 0.0
H -8.501 -1.898 -0.972 -0.1 0.0 0.0
H -7.820 0.674 1.598 -0.1 0.0 0.0
H -5.671 1.877 1.801 0.0 0.1 0.1
H -2.924 1.072 -1.458 -0.1 0.1 0.1
H -1.080 2.302 0.457 0.0 0.0 -0.2
H -1.288 3.098 -1.115 0.1 -0.1 0.1
H 6.037 1.992 2.651 0.0 0.0 0.1
H 7.152 3.034 1.752 0.1 0.1 0.0
H 5.454 2.929 1.268 0.0 0.1 0.0


Entry 4:
47
Properties=species:S:1:pos:R:3:forces:R:3 method="wB97M-V/def2-TZVPD" total_energy_ev=-37429.2705 smiles="C=CCN(C(=O)CN1CCCCC1)c1nc(-c2ccccc2)cs1"
C 0.472 -4.363 0.510 0.1 0.0 0.0
C -0.843 -4.416 0.599 -0.2 0.0 0.0
C -1.745 -3.268 0.940 -0.1 -0.2 0.2
N -1.069 -1.982 0.973 -0.3 -0.5 0.2
C -0.590 -1.481 -0.216 -0.3 0.0 -1.4
N 0.605 -1.071 -0.425 0.3 -0.3 0.6
C 0.802 -0.643 -1.706 -0.9 -0.1 -0.5
C -0.293 -0.782 -2.511 0.1 0.0 0.2
S -1.625 -1.444 -1.650 0.6 0.0 0.5
H -0.400 -0.556 -3.551 0.1 0.0 -0.3
C 2.105 -0.108 -2.077 0.5 0.2 -0.1
C 3.153 -0.171 -1.158 -0.1 0.0 0.0
C 4.398 0.334 -1.476 0.1 0.1 0.0
C 4.620 0.911 -2.715 0.1 0.0 0.0
C 3.585 0.982 -3.634 0.0 0.0 -0.1
C 2.337 0.478 -3.321 0.0 -0.1 0.2
H 1.538 0.546 -4.043 -0.1 0.0 -0.1
H 3.753 1.434 -4.601 0.0 0.0 -0.1
H 5.593 1.306 -2.965 0.1 0.0 0.0
H 5.201 0.277 -0.755 0.1 0.0 0.1
H 2.970 -0.626 -0.196 0.0 0.0 0.1
C -1.000 -1.288 2.152 0.1 0.4 0.2
O -1.353 -1.773 3.203 0.0 0.0 0.2
C -0.505 0.142 2.007 -0.1 0.2 0.1
N -1.171 0.763 0.879 0.0 0.2 0.2
C -2.576 1.047 1.111 -0.1 0.0 0.2
C -2.814 2.287 1.980 0.0 0.0 -0.3
C -2.102 3.493 1.372 0.1 -0.1 0.3
C -0.623 3.175 1.170 -0.1 -0.1 -0.3
C -0.488 1.911 0.316 0.2 0.1 0.1
H 0.563 1.650 0.170 0.0 0.0 -0.1
H -0.930 2.095 -0.669 0.1 0.0 0.0
H -0.143 3.015 2.138 0.1 0.0 0.1
H -0.117 4.005 0.675 0.1 0.0 0.0
H -2.218 4.365 2.019 -0.1 0.0 -0.1
H -2.554 3.729 0.405 0.0 0.1 -0.1
H -2.435 2.106 2.988 0.0 0.0 0.1
H -3.886 2.474 2.056 0.0 0.0 0.1
H -3.035 0.169 1.572 -0.1 0.0 -0.1
H -3.039 1.199 0.129 -0.1 0.0 0.0
H 0.568 0.113 1.806 0.0 0.0 0.1
H -0.670 0.645 2.970 0.0 -0.2 -0.1
H -2.169 -3.421 1.939 0.0 0.1 -0.2
H -2.570 -3.221 0.217 0.0 0.0 0.1
H -1.373 -5.345 0.433 0.0 -0.2 -0.1
H 1.053 -5.236 0.267 0.0 -0.2 0.0
H 1.022 -3.453 0.676 0.1 0.2 0.0